Record 1
{
  "formula": "C5H13N3O",
  "method": "ωB97M-V/def2-TZVPD",
  "species": ["C", "C", "C", "O", "H", "H", "H", "H", "H", "H", "C", "C", "N", "N", "N", "H", "H", "H", "H", "H", "H", "H"],
  "positions_angstrom": [[0.6547, -0.0191, 1.5518], [1.4199, -1.3303, 1.5757], [1.0447, 0.9853, -0.7649], [1.2215, 2.2054, -0.7683], [1.8897, 0.2802, -0.8182], [1.3134, 0.8522, 1.5750], [0.1289, 0.0923, 2.5060], [2.1358, -1.3995, 0.7520], [0.7418, -2.1869, 1.5057], [1.9792, -1.4336, 2.5126], [-0.3383, -0.8233, -1.8337], [-0.3563, 0.3437, -0.8507], [-1.8176, 0.3348, 1.0529], [-1.3343, 1.3556, -1.2564], [-0.6427, -0.1934, 0.5061], [-2.3885, 0.8392, 0.3627], [-2.3406, -0.3459, 1.5988], [-1.1839, 1.6139, -2.2288], [-1.1512, 2.2044, -0.7204], [0.1194, -0.5231, -2.7825], [0.2534, -1.6567, -1.4416], [-1.3490, -1.1950, -2.0338]],
  "forces_ev_per_angstrom": [[-2.644, -0.901, 0.243], [0.142, -0.048, -0.165], [-0.048, 2.170, -0.949], [-0.236, -2.447, 0.135], [0.147, 0.074, 0.228], [-0.191, 0.199, -0.923], [-0.174, -0.167, -0.220], [-0.008, -0.083, 0.044], [0.027, 0.234, -0.018], [-0.001, 0.121, -0.156], [0.163, -0.031, -0.309], [0.026, 0.312, 0.076], [-0.690, 1.067, 0.850], [0.269, -0.054, 0.063], [2.579, 0.083, 1.183], [0.436, -0.651, 0.409], [0.228, -0.039, -0.655], [-0.028, -0.192, 0.142], [0.053, -0.083, -0.156], [-0.110, 0.024, -0.062], [-0.078, 0.229, 0.082], [0.138, 0.184, 0.156]],
  "nbo_charge": [-0.266, -0.628, 0.427, -0.540, 0.127, 0.205, 0.212, 0.194, 0.222, 0.217, -0.618, 0.134, -0.717, -0.850, -0.286, 0.389, 0.360, 0.376, 0.382, 0.203, 0.226, 0.234],
  "homo_ev": -7.7,
  "multiplicity": 1,
  "lumo_energy_ha": 0.031,
  "gap_ev": 8.5,
  "total_charge": 0
}


Record 2
{
  "formula": "C4H9NO3",
  "method": "ωB97M-V/def2-TZVPD",
  "species": ["O", "C", "N", "C", "C", "C", "O", "H", "H", "H", "H", "H", "H", "H", "H", "H", "O"],
  "positions_angstrom": [[-2.0139, -0.1418, 2.4498], [-1.1822, -0.6713, 1.7430], [-0.4443, -0.0306, 0.8004], [0.1148, -0.8291, -0.3112], [1.2334, -0.0300, -0.9870], [2.4499, -0.8386, -1.3423], [2.4729, -2.0372, -1.2335], [-0.9491, -1.7426, 1.8524], [-0.7347, 0.9215, 0.5774], [-0.6986, -1.0677, -0.9906], [0.5333, -1.7433, 0.1030], [1.5476, 0.8183, -0.3652], [0.8101, 0.5208, -1.8352], [3.3296, -0.3425, -1.7774], [-2.7351, 1.9924, 0.7659], [-1.5006, 2.8138, 0.4892], [-2.2332, 2.4078, 0.0611]],
  "forces_ev_per_angstrom": [[-0.029, 0.205, 0.015], [-0.183, 0.297, 0.206], [0.186, -0.504, -0.354], [0.230, 0.847, 0.768], [-0.411, 0.696, 0.105], [-0.449, -0.500, -0.580], [0.109, -0.103, 0.189], [0.114, -0.011, -0.153], [-0.126, -0.528, 0.022], [0.164, -0.196, -0.336], [-0.107, -0.094, -0.046], [0.124, -0.307, 0.313], [0.373, -0.352, -0.401], [-0.003, 0.434, 0.111], [-0.161, -0.146, 0.257], [0.778, 0.789, 0.615], [-0.609, -0.525, -0.731]],
  "nbo_charge": [-0.618, 0.535, -0.628, -0.222, -0.536, 0.440, -0.519, 0.110, 0.399, 0.197, 0.228, 0.236, 0.243, 0.122, 0.488, 0.463, -0.938],
  "homo_ev": -9.9,
  "multiplicity": 1,
  "lumo_energy_ha": 0.023,
  "gap_ev": 10.6,
  "total_charge": 0
}


Record 3
{
  "formula": "C36H54F6KN5O4S2Sb",
  "method": "ωB97M-V/def2-TZVPD",
  "species": ["K", "C", "N", "C", "C", "C", "C", "C", "C", "N", "C", "C", "C", "C", "C", "C", "N", "C", "C", "C", "C", "C", "N", "H", "H", "H", "H", "H", "H", "H", "H", "H", "H", "H", "H", "H", "H", "H", "H", "H", "H", "F", "C", "F", "F", "S", "O", "O", "N", "S", "O", "O", "C", "F", "F", "F", "C", "C", "C", "C", "Sb", "C", "C", "C", "C", "C", "C", "C", "C", "H", "H", "H", "H", "H", "H", "H", "H", "H", "H", "H", "H", "H", "H", "H", "H", "H", "H", "H", "H", "H", "H", "H", "H", "H", "H", "H", "C", "C", "C", "C", "H", "H", "H", "H", "H", "H", "H", "H", "H"],
  "positions_angstrom": [[-0.6257, 1.4307, -0.4526], [-0.3610, 2.5599, 2.7451], [-0.7609, 3.3535, 1.5697], [0.1969, 4.4129, 1.3167], [1.5961, 3.9748, 0.9414], [2.6539, 4.8562, 1.1596], [3.9277, 4.5014, 0.7636], [4.1211, 3.2665, 0.1642], [3.0168, 2.4521, -0.0094], [1.7832, 2.7901, 0.3650], [-2.1149, 3.8993, 1.6861], [-3.2207, 3.0496, 1.0882], [-4.2728, 2.6028, 1.8802], [-5.3338, 1.9521, 1.2734], [-5.3103, 1.7699, -0.1011], [-4.2023, 2.2166, -0.8043], [-3.1759, 2.8448, -0.2305], [-1.2734, 1.3803, 2.9986], [-2.1740, 1.4798, 4.0551], [-3.0611, 0.3715, 4.2258], [-3.0473, -0.6743, 3.3718], [-2.0690, -0.7539, 2.2138], [-1.1263, 0.3761, 2.1545], [-0.3371, 3.2043, 3.6403], [0.6495, 2.1925, 2.5628], [0.2985, 5.0873, 2.1860], [-0.1705, 5.0131, 0.4784], [2.4658, 5.8109, 1.6359], [4.7599, 5.1767, 0.9222], [5.0981, 2.9373, -0.1649], [3.1163, 1.4846, -0.4808], [-2.1443, 4.8453, 1.1412], [-2.3625, 4.1157, 2.7331], [-4.2255, 2.7364, 2.9507], [-6.1620, 1.5846, 1.8674], [-6.1185, 1.2716, -0.6206], [-4.1219, 2.0568, -1.8752], [-2.1731, 2.3351, 4.7175], [-3.7596, 0.3560, 5.0586], [-3.7064, -1.5177, 3.5547], [-1.4746, -1.6792, 2.3213], [-0.4471, -1.0166, -5.0251], [-0.3232, 0.2907, -5.2790], [-1.2595, 0.6486, -6.1612], [0.8822, 0.5136, -5.8121], [-0.5085, 1.2029, -3.6966], [0.5924, 0.7279, -2.8908], [-1.8301, 0.8958, -3.2217], [-0.3402, 2.6596, -4.2473], [-0.2075, 3.8786, -3.2651], [-0.8080, 5.0520, -3.8163], [-0.4372, 3.5529, -1.8791], [1.5960, 4.2397, -3.3198], [1.8731, 5.2086, -2.4351], [1.9661, 4.6569, -4.5350], [2.3139, 3.1586, -3.0066], [4.4394, -2.9609, -1.5013], [3.2973, -2.0106, -1.8471], [2.6517, -2.3948, -3.1785], [3.8535, -0.5939, -2.0028], [1.6501, -1.8822, -0.3671], [0.6558, -3.8539, -0.6170], [-0.3380, -3.6504, -1.7638], [1.5579, -5.0400, -0.9276], [-0.1489, -4.1438, 0.6469], [2.6789, -2.0776, 1.5880], [3.4388, -3.3784, 1.8254], [3.6512, -0.9035, 1.6740], [1.6069, -1.8855, 2.6612], [5.1413, -3.0263, -2.3445], [4.0949, -3.9678, -1.2748], [4.9991, -2.5914, -0.6389], [3.3859, -2.2827, -3.9880], [1.8060, -1.7408, -3.4067], [2.3012, -3.4280, -3.1909], [4.6319, -0.5890, -2.7776], [4.3046, -0.2252, -1.0798], [3.0679, 0.0997, -2.3143], [0.1564, -3.4023, -2.7038], [-1.0402, -2.8432, -1.5355], [-0.9190, -4.5696, -1.9204], [2.0797, -4.9224, -1.8776], [0.9435, -5.9489, -1.0017], [2.3022, -5.2092, -0.1487], [-0.7370, -3.2790, 0.9628], [0.4897, -4.4460, 1.4738], [-0.8492, -4.9679, 0.4519], [4.2766, -3.4996, 1.1356], [2.7940, -4.2499, 1.7304], [3.8414, -3.3846, 2.8481], [4.4481, -0.9754, 0.9316], [4.1226, -0.8904, 2.6661], [3.1345, 0.0521, 1.5429], [0.9555, -2.7525, 2.7479], [0.9742, -1.0111, 2.4783], [2.0983, -1.7509, 3.6351], [-3.6765, -3.2115, 1.1930], [-3.9928, -1.7759, 0.7631], [-4.5532, -1.7900, -0.6586], [-2.7613, -0.8733, 0.8341], [-4.5406, -3.8653, 1.0401], [-3.3802, -3.2757, 2.2407], [-2.8537, -3.6016, 0.5876], [-4.7443, -1.3570, 1.4381], [-3.8583, -2.3009, -1.3332], [-4.6946, -0.7780, -1.0408], [-5.5115, -2.3163, -0.7044], [-3.0681, 0.1393, 0.5488], [-2.0242, -1.2097, 0.0870]],
  "forces_ev_per_angstrom": [[-0.018, -0.450, 0.367], [0.008, 0.062, 0.016], [0.109, -0.012, -0.059], [0.012, 0.055, -0.029], [0.054, -0.082, -0.010], [-0.058, 0.052, 0.059], [0.054, 0.010, -0.010], [0.032, -0.030, -0.020], [-0.083, 0.111, 0.030], [-0.082, -0.015, -0.015], [0.045, -0.076, -0.034], [0.035, 0.032, 0.137], [-0.071, -0.005, -0.118], [0.011, -0.011, -0.006], [-0.009, -0.001, 0.012], [0.089, 0.017, 0.017], [-0.066, -0.030, 0.079], [-0.043, -0.002, 0.021], [0.015, -0.131, 0.006], [0.081, -0.108, -0.182], [0.005, 0.092, 0.114], [-0.006, 0.115, 0.093], [-0.122, 0.052, -0.168], [-0.021, 0.031, -0.007], [0.006, -0.025, -0.010], [-0.065, 0.053, 0.011], [-0.018, -0.023, 0.019], [0.001, -0.017, -0.001], [-0.010, -0.006, -0.003], [-0.015, 0.016, 0.007], [-0.016, -0.046, -0.028], [0.017, 0.006, -0.027], [0.005, -0.015, 0.043], [-0.016, 0.004, 0.001], [0.013, 0.006, -0.009], [0.005, -0.003, 0.016], [0.022, 0.007, 0.009], [0.003, -0.026, 0.004], [-0.004, 0.025, 0.011], [0.015, 0.017, -0.026], [0.036, -0.054, 0.054], [0.033, 0.092, -0.091], [-0.012, 0.182, -0.127], [0.164, -0.133, 0.084], [-0.200, -0.121, 0.017], [0.142, -0.251, 0.029], [-0.009, -0.031, 0.006], [-0.057, -0.026, 0.064], [-0.078, 0.122, -0.112], [0.033, 0.263, 0.093], [0.006, -0.031, 0.001], [0.041, 0.204, -0.354], [0.027, 0.013, -0.009], [0.067, -0.099, -0.101], [0.028, -0.034, 0.121], [-0.006, 0.146, -0.024], [-0.022, 0.110, 0.011], [-0.038, -0.014, 0.048], [0.043, -0.017, -0.018], [-0.078, -0.012, -0.054], [-0.026, -0.063, 0.147], [0.000, 0.134, -0.056], [-0.014, 0.056, -0.008], [-0.003, -0.049, -0.013], [0.025, 0.019, -0.074], [0.001, -0.025, -0.180], [0.004, 0.044, 0.010], [-0.023, 0.050, 0.017], [0.043, 0.027, 0.048], [-0.031, 0.029, 0.009], [-0.006, -0.073, -0.005], [0.022, -0.051, -0.048], [-0.023, -0.008, 0.026], [0.012, -0.006, -0.041], [0.039, 0.063, -0.034], [-0.018, 0.003, 0.015], [0.026, -0.003, -0.014], [0.045, 0.023, 0.007], [-0.047, -0.009, -0.011], [-0.004, -0.035, -0.037], [0.016, 0.031, 0.022], [0.005, -0.046, 0.037], [0.031, 0.024, -0.004], [0.013, -0.013, -0.003], [0.042, -0.029, 0.050], [0.064, -0.017, 0.109], [0.035, 0.028, 0.009], [-0.066, -0.018, 0.077], [-0.065, -0.076, 0.021], [0.011, 0.023, -0.033], [0.037, 0.022, 0.005], [-0.024, 0.011, -0.028], [0.043, -0.025, 0.006], [-0.060, -0.058, 0.005], [0.000, 0.024, 0.004], [-0.028, 0.003, -0.027], [-0.062, 0.088, -0.058], [0.182, -0.197, -0.117], [0.017, 0.007, 0.026], [-0.128, 0.140, 0.122], [0.007, 0.020, 0.035], [0.025, -0.001, -0.010], [-0.092, -0.026, 0.007], [-0.059, -0.011, 0.014], [-0.012, 0.019, 0.002], [-0.014, -0.010, 0.004], [0.023, 0.004, -0.010], [-0.021, -0.014, -0.028], [0.025, 0.010, 0.053]],
  "lowdin_charge": [0.616, -0.140, -0.181, -0.156, -0.259, -0.026, -0.070, -0.059, -0.134, 0.106, -0.120, -0.260, -0.022, -0.059, -0.087, -0.144, 0.098, -0.379, -0.144, -0.153, -0.085, -0.343, 0.028, 0.119, 0.110, 0.127, 0.127, 0.111, 0.103, 0.102, 0.076, 0.125, 0.122, 0.102, 0.106, 0.100, 0.109, 0.071, 0.086, 0.075, 0.101, 0.128, -0.674, 0.137, 0.134, 0.550, -0.364, -0.290, -0.282, 0.582, -0.263, -0.379, -0.663, 0.126, 0.131, 0.129, -0.117, -0.703, -0.131, -0.146, 1.632, -0.704, -0.138, -0.118, -0.136, -0.710, -0.115, -0.136, -0.134, 0.083, 0.058, 0.059, 0.087, 0.058, 0.053, 0.088, 0.049, 0.056, 0.056, 0.061, 0.086, 0.055, 0.084, 0.060, 0.044, 0.063, 0.086, 0.056, 0.053, 0.083, 0.055, 0.086, 0.062, 0.057, 0.052, 0.086, -0.072, -0.427, -0.074, -0.154, 0.075, 0.069, 0.054, 0.122, 0.076, 0.055, 0.074, 0.085, 0.098],
  "homo_ev": -3.0,
  "multiplicity": 1,
  "lumo_energy_ha": 0.081,
  "gap_ev": 5.2,
  "total_charge": -1
}


Record 4
{
  "formula": "CH3NO3P",
  "method": "ωB97M-V/def2-TZVPD",
  "species": ["C", "N", "O", "O", "O", "P", "H", "H", "H"],
  "positions_angstrom": [[-0.2251, -0.2375, 0.3269], [-2.1947, -1.5380, -2.5290], [-1.8223, -0.0960, -2.0985], [-1.4438, -2.2774, -2.0749], [-2.5913, -1.6512, -0.0014], [-2.0211, -0.2556, -0.3161], [0.6121, -0.1403, -0.3006], [-0.0089, -1.1152, 0.8498], [-0.3515, 0.6481, 0.8867]],
  "forces_ev_per_angstrom": [[-1.387, 0.054, -1.171], [0.556, 2.242, -0.748], [-0.862, -2.379, 0.409], [0.466, -1.159, -0.123], [0.533, 0.940, -0.093], [-0.587, 0.285, 0.448], [0.870, 0.520, -1.521], [-0.113, -1.325, 1.496], [0.523, 0.822, 1.304]],
  "nbo_charge": [-1.026, 0.362, -0.774, -0.253, -1.175, 1.247, 0.204, 0.213, 0.202],
  "homo_ev": [-2.6, -2.6],
  "multiplicity": 1,
  "lumo_energy_ha": [0.165, 0.165],
  "gap_ev": [7.1, 7.1],
  "total_charge": -1
}


Computed ΔE to the lowest compared entry with this formula, charge and spin, in the same sequence as the records: 333.58 132.72 0.86 495.87 kJ/mol.